Computed, not measured: one molecule with the formula C6H11N, with the ωB97M-V functional and the def2-TZVPD basis.

The geometry in XYZ format:
```
18
Properties=species:S:1:pos:R:3:mulliken_charge:R:1
N 0.06 -1.95 0.03 -0.59
C -0.52 0.31 -0.45 0.71
C 0.35 -0.58 0.02 0.25
C 1.67 -0.34 2.07 -0.55
C -1.70 -0.06 -1.35 -1.29
C 1.59 -0.14 0.76 -0.56
C -0.41 1.80 -0.35 -1.38
H -1.89 -1.11 -1.61 0.34
H 0.81 -0.81 2.56 0.28
H -1.67 0.52 -2.28 0.29
H -2.62 0.27 -0.84 0.31
H -0.26 -2.37 -0.83 0.23
H 2.32 0.26 0.07 0.36
H 2.40 0.12 2.74 0.30
H 0.18 2.20 -1.19 0.26
H 0.88 -2.47 0.33 0.28
H 0.14 1.96 0.60 0.38
H -1.32 2.40 -0.29 0.38
```

**HOMO energy**: -7.72 eV
**Max |F|**: 2.305 eV Å⁻¹
**ΔE to the lowest compared entry with this formula, charge and spin**: 148.6 kJ/mol
**Gap between HOMO and LUMO**: 8.76 eV
**Energy**: -7888.991 eV



Computed, not measured: a 9-piece molecular cluster, C36H52N2O14 overall, with the ωB97M-V functional and the def2-TZVPD basis.

The geometry in XYZ format:
```
104
Properties=species:S:1:pos:R:3:mulliken_charge:R:1
O 7.32 2.30 1.61 -0.61
O -2.89 -2.66 -1.71 -0.58
O 2.51 -2.30 1.52 0.05
O -1.41 -3.32 -0.16 -0.39
O -6.04 2.62 2.36 -0.38
O 2.98 -1.97 -0.67 -0.53
O 5.81 1.52 0.18 -0.40
O -0.21 3.76 -4.14 -0.60
O 1.44 -1.59 6.32 -0.40
O 0.29 1.63 -3.63 0.02
O -8.16 3.30 2.47 -0.57
O -3.72 -0.32 -6.08 -0.58
O -4.45 1.32 -4.67 -0.39
O 2.21 -0.55 4.55 -0.51
N 0.62 1.85 -0.79 0.33
N 5.93 1.85 -4.30 0.03
C 3.29 -2.66 2.69 -0.31
C -0.19 2.61 -4.45 0.15
C 4.44 1.07 0.14 0.50
C 4.91 2.63 -3.84 -1.32
C -2.19 -2.15 1.73 -0.43
C -3.94 0.10 -4.99 0.34
C -0.77 -2.09 5.72 -0.80
C -3.67 0.44 -2.58 0.82
C 4.95 2.11 2.28 -0.61
C -2.92 -1.63 0.48 0.54
C -7.37 2.40 2.36 0.40
C -0.98 -2.87 1.12 0.14
C 4.45 0.47 -3.38 -0.21
C 4.20 -3.72 2.12 -0.71
C 3.93 1.25 1.55 0.80
C -2.41 -2.54 -0.61 0.25
C 4.49 -3.28 0.72 -0.52
C 5.69 0.54 -3.94 -0.92
C -6.34 0.33 2.60 -0.40
C 4.01 1.82 -3.19 0.30
C 0.21 -1.98 6.89 -0.47
C 0.94 0.88 0.13 -1.46
C -0.18 -1.18 4.66 0.98
C -3.47 -0.57 -3.72 -0.23
C -1.03 1.74 0.70 -0.95
C -0.33 0.57 -5.66 -0.64
C -0.57 2.41 -0.42 -1.07
C -0.72 2.04 -5.72 -0.25
C -7.69 0.92 2.18 -0.42
C 1.28 -1.05 5.09 0.25
C 3.23 -2.47 0.38 0.24
C 6.18 2.02 1.37 0.44
C -4.64 1.41 -3.28 -0.68
C -0.04 0.80 1.08 0.27
C -5.31 1.39 2.17 0.00
C 0.40 0.39 -4.30 -0.23
H 6.53 -0.13 -4.06 0.39
H -2.43 -0.87 -3.84 0.04
H -0.33 -1.41 3.61 -0.82
H -0.07 -2.26 1.17 -0.36
H 4.51 3.11 2.32 0.30
H -2.72 -0.59 0.21 -0.45
H 2.61 -3.08 3.42 0.20
H 1.12 1.94 -1.65 0.21
H -7.98 0.85 1.13 0.26
H -1.24 -0.03 -5.74 0.13
H -0.98 3.12 -1.13 0.52
H 2.93 1.67 1.53 0.18
H -0.67 -3.72 1.73 0.38
H -0.18 -1.17 7.51 0.28
H 3.87 -0.36 -3.00 0.58
H -4.77 1.32 1.22 0.01
H -4.46 2.42 -2.90 0.38
H 3.80 -1.82 3.16 0.31
H 5.10 -3.97 2.70 0.41
H 1.80 0.27 -0.11 0.89
H 5.36 -2.64 0.55 0.28
H 0.27 -2.90 7.46 0.37
H -1.80 2.16 -5.75 0.15
H 6.71 2.18 -4.82 0.18
H -4.49 1.45 2.89 0.17
H 0.26 0.27 -6.52 0.40
H 3.75 -4.72 2.15 0.28
H 5.00 3.70 -3.87 0.40
H 3.94 1.62 -0.65 -0.52
H 5.13 1.82 3.31 0.34
H 4.59 -4.14 0.06 0.35
H -4.00 -1.76 0.60 0.29
H -2.15 -1.34 2.46 0.27
H -1.78 -1.87 6.08 0.37
H -6.28 -0.68 2.20 0.29
H -5.69 1.20 -3.05 0.31
H -2.80 -2.88 2.26 0.40
H -2.00 1.87 1.16 0.68
H 3.74 0.28 2.02 -0.62
H -3.93 -1.54 -3.56 0.44
H -0.13 0.06 1.85 0.68
H -6.20 0.30 3.68 0.33
H 3.14 2.05 -2.61 0.57
H 4.50 0.04 -0.20 0.11
H 1.44 0.08 -4.46 0.20
H -0.93 -3.08 5.28 0.32
H -4.13 0.10 -1.66 -0.07
H -8.49 0.60 2.83 0.32
H -0.26 2.55 -6.56 0.32
H -2.74 0.95 -2.33 -0.35
H -0.51 -0.14 4.76 0.30
H -0.08 -0.46 -3.81 0.32
```

**HOMO energy**: -8.32 eV
**Max |F|**: 2.241 eV Å⁻¹
**ΔE to the lowest compared entry with this formula, charge and spin**: 113.3 kJ/mol
**Gap between HOMO and LUMO**: 8.26 eV
**Energy**: -69820.201 eV



Computed, not measured: a 2-piece molecular cluster, C4H14N2O overall, with the ωB97M-V functional and the def2-TZVPD basis.

The geometry in XYZ format:
```
21
Properties=species:S:1:pos:R:3:mulliken_charge:R:1
O -2.60 1.10 3.34 -0.63
N -1.91 -0.32 1.12 -0.36
N 3.05 0.58 -2.27 -0.27
C 0.18 -0.94 -0.19 -0.67
C -1.34 -0.61 -0.24 -0.57
C 1.02 0.03 -1.04 -0.29
C 2.27 -0.27 -1.35 -0.38
H -1.18 0.06 1.72 0.40
H 0.52 -1.04 0.85 0.50
H 0.49 0.93 -1.32 0.29
H -2.21 -1.15 1.63 0.34
H -2.68 0.35 1.09 0.35
H -1.51 0.28 -0.83 0.43
H -2.50 0.92 4.28 0.32
H 0.30 -1.85 -0.77 0.34
H 3.67 0.06 -2.89 0.39
H -1.85 -1.44 -0.73 0.32
H -2.63 2.05 3.19 0.33
H 3.65 1.23 -1.75 0.38
H 2.45 1.16 -2.87 0.38
H 2.80 -1.12 -0.96 0.39
```

**Net charge**: +2
**HOMO energy**: -18.27 eV
**Max |F|**: 1.406 eV Å⁻¹
**ΔE to the lowest compared entry with this formula, charge and spin**: 51.3 kJ/mol
**Gap between HOMO and LUMO**: 11.70 eV
**Energy**: -9386.034 eV